# 1
The following is a DFT calculation (ωB97M-V/def2-TZVPD) of a molecular structure, C29H25F3NO10S5SbZr.

energy relative to the best compared isomer or geometry (same formula, charge and spin): 1.539 eV
gap between HOMO and LUMO: 5.54 eV
total charge: -2
maximum force: 0.756 eV/Å
2S+1: 1
energy: -4505.46852 a.u.

Last column: Mulliken charge in e.
Positions of all 75 atoms, in Å:
Zr 0.91 0.73 0.34  0.009
O 4.95 -3.30 3.11  -0.547
C 4.12 -2.48 2.41  1.188
C 4.58 -1.27 1.88  -0.504
C 3.67 -0.49 1.20  0.161
N 2.41 -0.86 1.09  0.337
C 1.99 -2.05 1.49  -0.195
C 2.82 -2.91 2.18  -0.849
C 0.61 -2.35 0.90  0.431
O 0.13 -3.47 1.04  -0.737
O 0.17 -1.36 0.20  0.191
C 3.98 0.68 0.26  -0.171
O 5.12 1.10 0.17  -0.788
O 2.96 0.96 -0.46  -0.307
H 5.80 -2.87 3.20  0.289
H 5.62 -0.97 1.94  0.383
H 2.47 -3.88 2.49  0.509
S 1.69 1.35 2.74  -0.188
S 1.44 3.40 3.10  -0.181
S 0.41 4.13 1.48  -0.120
S 1.46 3.29 -0.10  -0.242
O -2.93 0.70 -0.04  -0.689
S -1.76 1.54 -0.08  1.084
O -2.01 2.90 -0.48  -0.752
O -0.70 0.89 -1.05  0.674
O -0.93 1.43 1.20  -0.269
C -1.22 -0.80 4.06  -0.748
C -2.44 -1.49 3.50  -0.451
O -2.26 -1.66 2.13  0.054
C -3.38 -2.22 1.49  -0.573
C -3.02 -2.56 0.06  -0.534
H -1.34 -0.62 5.14  0.447
H -1.06 0.16 3.56  0.031
H -0.33 -1.41 3.91  0.098
H -3.35 -0.89 3.69  0.293
H -2.60 -2.47 3.99  0.294
H -4.21 -1.50 1.52  0.280
H -3.69 -3.13 2.03  0.385
H -2.66 -1.66 -0.45  -0.198
H -3.90 -2.93 -0.47  0.445
H -2.22 -3.30 0.03  0.175
F 3.73 -0.80 -8.79  -0.362
C 3.07 -0.64 -7.60  0.439
C 2.04 0.27 -7.54  -0.766
C 1.38 0.43 -6.33  0.269
C 1.73 -0.31 -5.20  -0.804
C 2.78 -1.22 -5.32  -0.538
C 3.46 -1.39 -6.52  -0.552
Sb 0.72 -0.07 -3.30  0.898
C -1.21 -0.64 -4.08  -0.085
C -1.33 -1.32 -5.29  -0.322
C -2.56 -1.76 -5.76  -0.851
C -3.68 -1.50 -5.00  0.421
F -4.89 -1.91 -5.46  -0.370
C -3.61 -0.85 -3.79  -0.875
C -2.37 -0.43 -3.33  0.065
C 0.60 2.05 -3.58  0.085
C 1.77 2.75 -3.85  -0.308
C 1.77 4.13 -3.96  -0.663
C 0.58 4.80 -3.80  0.544
F 0.57 6.15 -3.91  -0.383
C -0.60 4.15 -3.51  -0.667
C -0.58 2.76 -3.40  -0.186
H 1.77 0.85 -8.42  0.417
H 0.57 1.16 -6.26  0.486
H 3.08 -1.80 -4.46  0.333
H 4.28 -2.09 -6.61  0.419
H -0.45 -1.53 -5.88  0.345
H -2.65 -2.29 -6.70  0.441
H -4.51 -0.68 -3.20  0.516
H -2.32 0.04 -2.36  0.035
H 2.71 2.22 -3.95  0.371
H 2.68 4.69 -4.15  0.370
H -1.51 4.71 -3.33  0.404
H -1.50 2.26 -3.14  0.155

# 2
The following is a DFT calculation (ωB97M-V/def2-TZVPD) of a molecular structure, C29H25N4O7RuSe2Te2.

energy relative to the best compared isomer or geometry (same formula, charge and spin): 1.440 eV
gap between HOMO and LUMO (spin up / spin down): 5.13 / 5.14 eV
total charge: -2
maximum force: 2.234 eV/Å
2S+1: 2
energy: -7299.70772 a.u.

Last column: Mulliken spin population.
Positions of all 70 atoms, in Å:
Ru 0.28 -0.16 -0.37  0.048
O -0.18 1.10 4.23  -0.002
C 0.17 0.86 3.08  -0.005
O 0.51 1.79 2.24  0.000
C 0.07 -0.60 2.66  0.004
C 0.32 -1.58 3.61  -0.002
C 0.07 -2.90 3.31  -0.001
C -0.53 -3.21 2.09  -0.007
C -0.77 -2.19 1.20  0.007
N -0.41 -0.91 1.45  0.003
C -1.51 -2.42 -0.11  -0.014
O -2.23 -3.41 -0.21  -0.001
O -1.32 -1.49 -0.96  0.007
H 0.72 -1.27 4.56  0.003
H 0.31 -3.68 4.02  0.000
H -0.83 -4.21 1.81  0.000
Se 1.75 1.28 0.75  -0.002
Te 3.56 0.28 2.09  0.065
Te 3.71 -0.56 -1.63  0.552
Se 1.98 -1.98 -0.63  0.331
C -1.98 0.61 -6.64  0.000
O -0.86 1.26 -7.26  0.000
C 0.35 0.66 -7.01  0.000
C 1.06 0.10 -8.07  -0.001
C 2.29 -0.49 -7.85  0.002
C 2.82 -0.52 -6.56  0.002
C 2.13 0.07 -5.51  -0.036
C 0.89 0.67 -5.73  0.011
N 0.19 1.34 -4.72  -0.001
C 0.26 1.13 -3.34  0.016
N 0.26 2.30 -2.63  0.000
C -0.63 2.54 -1.54  0.003
C -0.91 1.59 -0.56  -0.002
C -1.90 1.99 0.36  -0.002
C -2.49 3.23 0.37  -0.002
C -2.14 4.18 -0.59  0.002
C -1.22 3.82 -1.55  -0.002
O -0.83 4.66 -2.59  0.000
C -1.14 6.02 -2.45  0.000
N 0.24 -0.01 -2.76  -0.034
C -0.25 -1.12 -3.51  -0.003
C 0.57 -2.17 -3.88  0.042
C 0.04 -3.29 -4.52  0.009
C -1.32 -3.36 -4.77  -0.005
C -2.15 -2.31 -4.39  0.004
C -1.62 -1.19 -3.77  -0.005
O -2.37 -0.11 -3.41  0.000
C -3.62 -0.39 -2.81  0.000
H -2.69 0.34 -7.43  0.000
H -2.46 1.28 -5.93  0.000
H -1.67 -0.29 -6.12  0.000
H 0.61 0.13 -9.05  0.000
H 2.83 -0.94 -8.67  0.000
H 3.77 -0.98 -6.36  0.003
H 2.55 0.07 -4.51  0.026
H -0.31 2.16 -5.01  0.000
H 0.45 3.12 -3.18  -0.001
H -2.17 1.28 1.14  0.000
H -3.21 3.49 1.14  0.000
H -2.58 5.17 -0.58  0.000
H -0.64 6.54 -3.26  0.000
H -0.79 6.41 -1.49  0.000
H -2.22 6.19 -2.52  0.000
H 1.62 -2.12 -3.62  -0.011
H 0.70 -4.10 -4.79  0.000
H -1.74 -4.23 -5.24  0.000
H -3.22 -2.37 -4.56  0.000
H -3.89 0.51 -2.26  0.000
H -3.52 -1.22 -2.11  0.000
H -4.39 -0.60 -3.56  0.000

# 3
The following is a DFT calculation (ωB97M-V/def2-TZVPD) of a molecular structure, C29H26BrClIN4O4Ru.

energy relative to the best compared isomer or geometry (same formula, charge and spin): 0.104 eV
gap between HOMO and LUMO (spin up / spin down): 6.60 / 6.42 eV
total charge: +2
maximum force: 1.003 eV/Å
2S+1: 2
energy: -5067.02155 a.u.

Last column: Mulliken spin population.
Positions of all 67 atoms, in Å:
Ru 0.13 -0.15 -0.07  0.788
Cl 5.45 0.82 4.03  0.005
C 3.87 0.53 3.41  0.031
C 2.90 0.02 4.22  -0.019
C 1.60 -0.28 3.73  0.039
I 0.16 -1.05 4.99  0.004
C 1.31 -0.07 2.40  0.011
O 0.16 -0.39 1.81  0.116
C 2.30 0.54 1.58  -0.013
N 1.90 0.81 0.29  -0.008
C 2.77 1.37 -0.54  -0.003
C 4.08 1.65 -0.17  -0.004
C 4.49 1.39 1.12  0.005
C 3.59 0.83 2.04  -0.006
H 3.12 -0.17 5.26  0.000
H 2.40 1.62 -1.53  -0.003
H 4.75 2.10 -0.89  0.000
H 5.50 1.61 1.43  0.001
C -1.49 -2.88 0.01  -0.002
O -1.52 -1.45 -0.07  0.011
C -2.73 -0.78 -0.04  0.007
C -3.96 -1.39 -0.01  -0.004
C -5.09 -0.57 0.03  0.012
Br -6.79 -1.37 0.08  0.002
C -4.97 0.80 0.04  -0.008
C -3.71 1.41 0.01  -0.008
C -2.56 0.61 -0.04  -0.011
O -1.32 1.12 -0.08  0.027
C -3.59 2.86 0.05  0.005
N -2.45 3.55 0.09  0.001
C -2.72 4.91 0.13  0.001
C -1.89 6.02 0.18  -0.001
C -2.52 7.25 0.20  0.001
C -3.92 7.37 0.18  0.000
C -4.74 6.27 0.13  0.000
C -4.11 5.03 0.11  0.001
N -4.61 3.73 0.06  0.002
H -1.98 -3.31 -0.86  0.000
H -1.97 -3.21 0.93  -0.001
H -0.44 -3.17 0.02  -0.002
H -4.07 -2.46 -0.01  0.000
H -5.87 1.39 0.09  0.000
H -1.56 3.07 0.08  -0.002
H -0.82 5.93 0.20  0.000
H -1.92 8.15 0.24  0.000
H -4.36 8.36 0.20  0.000
H -5.82 6.36 0.12  0.000
H -5.58 3.48 0.03  0.000
O 0.09 -0.44 -2.13  0.021
C 0.49 -1.31 -2.93  -0.008
C 0.60 -1.04 -4.39  0.004
C 2.11 -1.22 -4.75  0.000
C 3.10 -0.91 -3.61  -0.001
C 3.39 -2.06 -2.62  0.000
C 2.22 -2.41 -1.69  0.008
N 0.98 -2.50 -2.49  -0.003
H 0.24 -0.04 -4.60  0.000
H -0.01 -1.75 -4.96  0.000
H 2.32 -0.56 -5.59  0.000
H 2.28 -2.23 -5.11  0.000
H 2.77 -0.02 -3.06  0.001
H 4.05 -0.65 -4.06  0.000
H 4.26 -1.82 -2.01  0.000
H 3.64 -2.96 -3.19  0.000
H 2.09 -1.63 -0.93  0.000
H 2.39 -3.35 -1.16  0.002
H 1.12 -3.15 -3.25  0.000

# 4
The following is a DFT calculation (ωB97M-V/def2-TZVPD) of 4 unconnected molecules or ions with the total composition C29H26BrN3O9.

gap between HOMO and LUMO: 7.35 eV
SMILES: Brc1cnc2c(Cc3ccccc3)ccc(-c3ccncc3)c2n1.O=C1OCCO1.O=C1OCCO1.O=C1OCCO1
maximum force: 4.197 eV/Å
2S+1: 1
energy: -4536.03516 a.u.

Last column: Mulliken charge in e.
Positions of all 68 atoms, in Å:
Br -1.72 -1.33 3.89  -0.154
C 0.11 -0.91 3.32  -0.023
C 1.23 -1.74 3.83  -0.154
N 2.54 -1.58 3.53  -0.392
C 2.69 -0.53 2.63  0.583
C 4.08 -0.23 2.14  0.294
C 5.29 -1.13 2.62  -1.192
C 5.58 -2.12 1.42  0.641
C 6.86 -2.21 0.72  -0.374
C 7.00 -3.15 -0.43  -0.594
C 5.84 -3.96 -0.86  -0.339
C 4.54 -3.90 -0.14  -0.533
C 4.43 -2.97 0.98  -0.196
C 4.40 0.86 1.23  -0.632
C 3.27 1.70 0.72  -0.683
C 1.90 1.42 1.14  0.822
C 0.77 2.30 0.54  0.231
C 0.72 3.77 0.75  -0.397
C -0.38 4.51 0.10  -0.420
N -1.39 3.99 -0.66  -0.452
C -1.30 2.64 -0.86  -0.378
C -0.30 1.71 -0.32  -0.462
C 1.60 0.31 2.11  0.367
N 0.27 0.13 2.48  -0.481
H 0.97 -2.56 4.55  0.395
H 6.20 -0.52 2.87  0.465
H 5.03 -1.73 3.53  0.297
H 7.73 -1.58 1.03  0.290
H 7.94 -3.27 -1.02  0.343
H 5.93 -4.65 -1.74  0.355
H 3.66 -4.52 -0.43  0.345
H 3.45 -2.90 1.53  0.234
H 5.47 1.02 0.95  0.385
H 3.52 2.52 -0.01  0.403
H 1.49 4.32 1.35  0.369
H -0.40 5.62 0.27  0.310
H -2.11 2.18 -1.50  0.328
H -0.32 0.62 -0.51  0.420
C -4.94 4.39 1.01  -0.251
C -4.99 4.55 -0.48  -0.146
O -6.05 3.68 -0.86  -0.318
C -6.85 3.53 0.23  0.647
O -7.92 3.00 0.20  -0.545
O -6.29 4.06 1.34  -0.333
H -4.62 5.30 1.52  0.300
H -4.29 3.56 1.33  0.234
H -5.24 5.57 -0.78  0.269
H -4.05 4.25 -0.96  0.126
C -7.85 -0.59 -0.17  -0.076
C -7.71 -0.49 -1.66  -0.299
O -6.36 -0.89 -1.88  -0.324
C -6.00 -1.67 -0.82  0.650
O -4.99 -2.31 -0.77  -0.542
O -6.93 -1.62 0.17  -0.328
H -8.87 -0.86 0.13  0.294
H -7.56 0.33 0.34  0.079
H -8.38 -1.17 -2.20  0.266
H -7.87 0.53 -2.03  0.280
C 1.51 -2.25 -2.83  -0.216
C 1.66 -2.14 -4.32  -0.381
O 3.01 -2.54 -4.53  -0.327
C 3.38 -3.30 -3.47  0.579
O 4.39 -3.93 -3.41  -0.485
O 2.44 -3.27 -2.49  -0.241
H 0.50 -2.53 -2.53  0.282
H 1.79 -1.32 -2.32  0.205
H 1.00 -2.83 -4.86  0.266
H 1.49 -1.13 -4.69  0.311

> Which of these has the highest maximum force?

C29H26BrN3O9